No. 1
DFT (the ωB97M-V functional and the def2-TZVPD basis) results for 15 unconnected molecules or ions with the total composition H30O15.

Output
Electronic energy in eV: -31194.5035
Total charge: 0
E_HOMO in eV: -9.3735
Energy relative to the best compared isomer or geometry (same formula, charge and spin) in kcal/mol: 165.2
Molar mass in g/mol: 270.22
E_LUMO in eV: -0.5

Geometry (Å):
1 H 1.273 0.040 -0.499
2 H 0.038 0.789 0.154
3 H 1.829 2.540 -0.118
4 H 1.000 1.620 -0.958
5 H -2.815 -1.825 1.404
6 H -3.251 -0.447 1.227
7 H 3.049 -1.505 1.339
8 H 3.708 -2.836 0.955
9 H 6.335 1.802 -0.609
10 H 5.264 0.769 -0.431
11 H -3.625 1.191 1.863
12 H -4.407 2.018 2.986
13 H 0.790 3.512 2.810
14 H 0.064 2.140 2.923
15 H -2.442 1.191 -1.684
16 H -2.157 -0.063 -0.929
17 H 3.416 -2.311 -2.510
18 H 2.494 -2.013 -1.326
19 H -2.208 -3.885 0.824
20 H -1.092 -2.850 0.813
21 H -4.490 -0.933 -1.108
22 H -3.214 -1.425 -1.707
23 H -2.238 3.228 -0.491
24 H -3.439 2.456 -1.218
25 H -1.522 -2.805 -3.326
26 H -0.543 -2.906 -2.292
27 H 1.124 5.354 -1.224
28 H 0.394 3.936 -1.320
29 H 3.483 -1.260 3.453
30 H 4.933 -1.655 3.254
31 O 0.642 0.099 0.309
32 O 1.830 1.768 -0.695
33 O -3.655 -1.282 1.417
34 O 3.625 -1.947 0.724
35 O 5.925 1.031 -1.078
36 O -4.061 1.101 2.697
37 O 0.139 2.955 2.384
38 O -2.810 0.483 -1.166
39 O 2.493 -2.268 -2.242
40 O -1.736 -3.366 0.283
41 O -3.651 -1.482 -0.876
42 O -2.671 3.097 -1.301
43 O -1.531 -3.137 -2.399
44 O 1.187 4.483 -1.608
45 O 4.055 -2.020 3.269

No. 2
DFT (the ωB97M-V functional and the def2-TZVPD basis) results for 15 unconnected molecules or ions with the total composition H30O15.

Output
Electronic energy in eV: -31195.6631
Total charge: 0
E_HOMO in eV: -10.0689
Energy relative to the best compared isomer or geometry (same formula, charge and spin) in kcal/mol: 138.4
Molar mass in g/mol: 270.22
E_LUMO in eV: -0.8

Geometry (Å):
1 H -0.516 -0.824 0.567
2 H 0.182 0.176 -0.202
3 H 0.600 0.815 5.360
4 H 1.916 1.598 4.964
5 H 3.203 -0.741 -3.289
6 H 3.272 -1.265 -1.772
7 H -2.501 -0.866 3.377
8 H -3.434 -0.868 4.568
9 H 3.257 0.974 1.281
10 H 1.763 0.309 1.235
11 H -1.866 3.561 -0.114
12 H -2.402 3.602 -1.589
13 H -4.222 -1.270 0.656
14 H -5.429 -0.570 1.346
15 H 1.283 -5.259 -0.340
16 H 0.687 -3.894 -0.099
17 H -0.121 1.785 -0.149
18 H 1.312 1.672 -0.727
19 H 1.742 3.634 -2.116
20 H 1.994 5.088 -2.484
21 H 1.024 -0.183 -2.084
22 H -0.382 -0.066 -1.748
23 H -5.163 1.304 -1.324
24 H -3.804 0.687 -1.133
25 H 1.714 -3.191 1.090
26 H 1.831 -1.800 1.687
27 H 3.457 -0.003 -0.345
28 H 3.776 -1.210 0.329
29 H -3.103 -1.898 -2.592
30 H -2.550 -3.154 -2.054
31 O 0.276 -0.256 0.625
32 O 1.073 1.158 4.631
33 O 2.665 -0.983 -2.437
34 O -3.267 -0.457 3.768
35 O 2.298 0.984 1.681
36 O -1.699 3.847 -0.961
37 O -4.909 -0.670 0.526
38 O 1.576 -4.365 -0.375
39 O 0.818 2.026 -0.052
40 O 2.344 4.367 -1.884
41 O 0.296 -0.783 -2.014
42 O -4.326 1.184 -1.774
43 O 2.237 -2.419 1.044
44 O 4.153 -0.574 -0.307
45 O -3.223 -2.828 -2.758

No. 3
DFT (the ωB97M-V functional and the def2-TZVPD basis) results for 15 unconnected molecules or ions with the total composition H30O15.

Output
Electronic energy in eV: -31199.1042
Total charge: 0
E_HOMO in eV: -10.4681
Energy relative to the best compared isomer or geometry (same formula, charge and spin) in kcal/mol: 59.1
Molar mass in g/mol: 270.23
E_LUMO in eV: -0.5

Geometry (Å):
1 O -2.107 -2.328 -3.060
2 H -2.181 -3.232 -3.371
3 H -2.690 -2.117 -2.338
4 O 3.762 -0.494 -2.198
5 H 3.304 -0.496 -1.342
6 H 3.823 -1.460 -2.241
7 O 1.083 1.712 -1.736
8 H 0.903 1.700 -2.678
9 H 2.024 1.857 -1.584
10 O -0.523 0.261 0.399
11 H -1.011 -0.282 -0.223
12 H -0.433 1.141 0.028
13 O -2.964 0.914 -1.386
14 H -2.819 0.182 -0.790
15 H -3.881 1.173 -1.474
16 O 4.391 -0.074 2.065
17 H 3.677 0.559 1.917
18 H 4.909 0.137 1.279
19 O -0.048 3.166 0.481
20 H -0.251 2.727 -0.355
21 H 0.499 2.511 0.938
22 O -2.202 -1.568 1.265
23 H -1.659 -1.859 1.998
24 H -2.832 -0.883 1.484
25 O -3.911 -3.231 -0.662
26 H -4.456 -2.746 -1.286
27 H -3.233 -2.646 -0.326
28 O 0.570 -2.136 -2.896
29 H -0.354 -2.044 -2.608
30 H 1.153 -1.750 -2.238
31 O -0.354 0.729 4.197
32 H -1.277 0.630 3.944
33 H -0.458 1.308 4.959
34 O 3.337 1.852 0.040
35 H 3.111 0.947 -0.184
36 H 2.622 2.214 0.571
37 O 1.907 -1.549 -0.081
38 H 1.270 -1.132 0.513
39 H 2.056 -2.424 0.286
40 O -3.006 2.575 0.868
41 H -2.242 3.119 1.085
42 H -2.778 2.050 0.089
43 O 1.399 0.443 1.927
44 H 0.682 -0.195 1.893
45 H 1.184 0.737 2.831

No. 4
DFT (the ωB97M-V functional and the def2-TZVPD basis) results for 16 unconnected molecules or ions with the total composition H30O19S.

Output
Electronic energy in eV: -50227.8946
Total charge: -2
E_HOMO in eV: -4.3243
Energy relative to the best compared isomer or geometry (same formula, charge and spin) in kcal/mol: 73.9
Molar mass in g/mol: 366.29
E_LUMO in eV: 5.0

Geometry (Å):
1 S 12.906 -1.458 -21.679
2 O 13.507 -0.696 -22.749
3 O 12.433 -0.588 -20.621
4 O 11.759 -2.195 -22.237
5 O 13.845 -2.433 -21.111
6 O 14.009 -2.283 -24.792
7 H 14.389 -2.976 -24.314
8 H 13.769 -1.575 -24.152
9 O 11.541 1.708 -20.154
10 H 12.166 2.175 -19.585
11 H 11.964 0.801 -20.230
12 O 10.679 0.472 -22.792
13 H 10.764 0.572 -21.906
14 H 9.916 0.950 -23.073
15 O 15.812 -3.953 -23.693
16 H 15.265 -4.196 -22.932
17 H 16.226 -4.816 -23.868
18 O 10.451 -1.104 -18.937
19 H 9.688 -0.688 -19.316
20 H 11.146 -0.877 -19.593
21 O 10.805 -2.861 -24.573
22 H 11.059 -2.148 -25.177
23 H 11.181 -2.660 -23.724
24 O 15.833 0.123 -23.482
25 H 15.021 -0.295 -23.153
26 H 15.954 -0.068 -24.436
27 O 14.078 0.472 -18.942
28 H 14.950 0.293 -19.189
29 H 13.497 0.002 -19.588
30 O 9.338 -1.776 -21.931
31 H 10.272 -1.824 -22.068
32 H 9.241 -0.842 -21.686
33 O 13.173 2.145 -22.305
34 H 12.547 2.162 -21.564
35 H 13.504 1.216 -22.369
36 O 16.524 -2.638 -20.856
37 H 16.666 -1.692 -20.907
38 H 15.572 -2.587 -21.014
39 O 14.150 -4.925 -21.819
40 H 14.743 -5.328 -21.197
41 H 13.905 -4.087 -21.413
42 O 11.067 -4.594 -21.247
43 H 11.248 -3.850 -21.800
44 H 11.510 -4.479 -20.395
45 O 12.837 0.629 -24.780
46 H 13.094 0.068 -24.028
47 H 12.011 0.279 -25.105
48 O 14.442 -2.886 -18.686
49 H 13.804 -3.610 -18.461
50 H 14.137 -2.659 -19.546

Among the records above, which one has the highest energy relative to the best compared isomer or geometry (same formula, charge and spin)?
number 1